Density functional theory data (ωB97M-V/def2-TZVPD) for 2 unconnected molecules or ions with the total composition C2H9N2 in a non-equilibrium geometry.

Its relative energy (zero: lowest compared OMol25 entry of this formula, charge and spin) is 88.0 kJ/mol. The LUMO energy comes out at -3.9 eV. Its energy is -5193.0416 eV. The highest occupied orbital energy is -12.8 eV. Its total charge is +1.

Each line ends with the Löwdin charge.
Cartesian coordinates (Å):
H: -0.010 -2.464 0.293  0.09
H: -1.504 0.806 1.215  0.06
N: 0.546 0.896 -1.614  0.32
C: 0.088 -0.573 1.053  -0.33
C: -0.504 0.530 1.520  -0.02
H: 1.188 0.128 -1.796  0.15
H: 1.079 -0.860 1.392  0.12
H: -0.061 0.618 -0.819  0.08
H: 0.079 1.183 2.149  0.06
H: 1.055 1.758 -1.412  0.16
H: -0.094 1.142 -2.359  0.15
H: -1.433 -1.602 0.150  0.10
N: -0.429 -1.564 0.227  0.04